Entry 1:
An isolated molecule of C5H8O in a non-equilibrium geometry, computed with the ωB97M-V functional and the def2-TZVPD basis.

Calculated values
SMILES: CC#C[C@@H](C)O
relative energy (zero: lowest compared OMol25 entry of this formula, charge and spin): 4.464 eV
Kohn-Sham gap: 9.23 eV

XYZ file:
```
14
Properties=species:S:1:pos:R:3:forces:R:3
O 0.273 -0.694 1.104 0.218 -1.491 -0.289
C -0.628 0.212 -0.803 -0.573 0.622 -0.621
C 1.005 -1.640 -1.098 0.262 -0.446 -0.217
C -0.578 2.297 0.762 0.172 0.355 0.981
C -0.210 -1.098 -0.456 0.489 0.074 2.822
C -0.508 1.005 0.136 -0.736 1.756 -2.082
H -1.335 2.310 1.541 -0.089 0.141 0.183
H 0.370 2.615 1.189 0.105 -0.034 0.059
H -1.025 -1.798 -0.301 0.083 -0.264 -0.169
H 1.831 -0.937 -1.129 -0.069 0.235 0.170
H -0.427 -0.863 1.755 0.068 -0.368 -0.459
H 0.768 -1.906 -2.117 -0.108 -0.092 -0.461
H -0.857 3.033 0.008 -0.038 -0.138 -0.126
H 1.319 -2.536 -0.590 0.217 -0.352 0.210
```
Positions in Å, forces in eV/Å.

Here are the Mulliken charges for atoms 1 to 2, given in e: -0.619 -0.475



Entry 2:
An isolated molecule of C5H8O, computed with the ωB97M-V functional and the def2-TZVPD basis.

Calculated values
SMILES: C[C@H]1C[C@H]1C=O
relative energy (zero: lowest compared OMol25 entry of this formula, charge and spin): 1.260 eV
Kohn-Sham gap: 10.70 eV

XYZ file:
```
14
Properties=species:S:1:pos:R:3:forces:R:3
O 1.799 1.110 0.782 -0.392 -0.098 0.294
C -0.743 -1.002 0.534 -0.045 -0.265 0.015
C 0.763 0.918 1.375 0.282 -0.006 -0.144
C 0.566 -0.131 -1.546 0.054 -0.032 -0.064
C -0.525 0.479 0.774 -0.002 0.172 0.033
C -0.632 -0.058 -0.625 -0.037 -0.008 -0.140
H 0.307 -0.707 -2.440 0.020 0.046 0.093
H 0.096 -1.668 0.716 -0.076 0.130 -0.048
H 1.412 -0.618 -1.057 -0.104 0.083 -0.085
H 0.721 1.048 2.476 0.010 0.088 -0.012
H 0.901 0.863 -1.856 -0.077 -0.128 0.011
H -1.386 1.000 1.188 0.123 -0.042 -0.043
H -1.710 -1.410 0.805 0.119 0.058 -0.038
H -1.569 0.176 -1.126 0.123 0.001 0.126
```
Positions in Å, forces in eV/Å.

Here are the Mulliken charges for atoms 1 to 2, given in e: -0.468 -0.793



Entry 3:
C5H8O as an isolated structure in a non-equilibrium geometry, computed with the ωB97M-V functional and the def2-TZVPD basis.

Calculated values
relative energy (zero: lowest compared OMol25 entry of this formula, charge and spin): 2.330 eV
Kohn-Sham gap: 10.38 eV

XYZ file:
```
14
Properties=species:S:1:pos:R:3:forces:R:3
O 1.121 1.033 0.057 -0.048 0.001 -1.189
C -0.051 -0.864 -0.039 -0.939 -1.205 -2.321
C -0.848 0.177 -0.915 1.653 -0.227 -1.787
C -0.514 -0.096 1.126 -1.196 1.132 0.380
C -0.324 1.065 0.105 1.161 1.482 3.108
C 1.298 -0.358 -0.182 3.760 -0.358 0.225
H 2.069 -0.738 0.553 -0.994 0.146 -0.384
H -0.169 -1.893 -0.299 -0.265 -0.866 0.530
H -0.509 2.104 0.286 -0.899 0.458 0.011
H 0.142 -0.046 1.955 0.307 -0.098 1.154
H -0.535 0.449 -1.920 0.151 -0.426 -0.338
H -1.884 0.078 -0.883 -1.721 -0.422 0.234
H -1.536 -0.315 1.303 -0.959 -0.004 0.787
H 1.739 -0.599 -1.148 -0.012 0.386 -0.410
```
Positions in Å, forces in eV/Å.

Here are the Mulliken charges for atoms 1 to 2, given in e: -0.460 -0.333



Entry 4:
An isolated molecule of C5H8O, computed with the ωB97M-V functional and the def2-TZVPD basis.

Calculated values
SMILES: OC=C1CCC1
relative energy (zero: lowest compared OMol25 entry of this formula, charge and spin): 2.054 eV
Kohn-Sham gap: 9.31 eV

XYZ file:
```
14
Properties=species:S:1:pos:R:3:forces:R:3
O 2.615 -0.500 0.243 -0.039 -0.344 -0.004
C 1.704 0.494 0.031 -0.329 0.287 0.122
C -1.464 -0.108 -0.533 -0.283 -0.040 -0.125
C -0.333 -1.054 -0.032 -0.003 -0.161 0.094
C 0.423 0.240 0.269 0.227 0.218 -0.268
C -0.826 1.055 0.263 -0.068 0.236 -0.086
H -0.778 2.062 -0.156 -0.163 -0.070 -0.091
H -1.242 1.110 1.279 0.050 0.028 -0.200
H -1.361 0.083 -1.604 -0.058 -0.127 0.087
H -2.494 -0.387 -0.304 0.089 0.035 -0.006
H 2.128 -1.032 0.892 0.692 -0.415 -0.248
H 0.145 -1.689 -0.787 -0.082 0.102 0.191
H -0.645 -1.685 0.807 0.015 0.176 0.043
H 2.128 1.411 -0.369 -0.047 0.076 0.491
```
Positions in Å, forces in eV/Å.

Here are the Mulliken charges for atoms 1 to 2, given in e: -0.513 -0.132



Entry 5:
An isolated molecule of C5H8O, computed with the ωB97M-V functional and the def2-TZVPD basis.

Calculated values
SMILES: OC1=CCCC1
relative energy (zero: lowest compared OMol25 entry of this formula, charge and spin): 0.790 eV
Kohn-Sham gap: 9.42 eV

XYZ file:
```
14
Properties=species:S:1:pos:R:3:forces:R:3
O 1.568 -0.675 1.720 -0.047 0.065 0.246
C -0.150 0.428 -1.231 0.097 0.357 -0.099
C 0.654 -0.268 0.805 -0.301 -0.162 -0.090
C 0.986 -0.429 -0.657 -0.072 0.032 0.131
C -0.589 0.181 1.013 -0.024 -0.192 0.261
C -1.348 0.291 -0.281 0.087 0.116 0.028
H -2.002 1.168 -0.350 0.135 -0.119 0.077
H 1.961 -0.016 -0.949 -0.162 -0.155 0.282
H -1.044 0.390 1.971 0.094 -0.194 0.154
H 0.996 -1.495 -0.918 -0.196 0.108 -0.102
H -0.368 0.321 -2.297 0.143 0.030 0.172
H -1.993 -0.592 -0.429 0.300 0.123 -0.174
H 1.106 -0.737 2.566 0.250 0.031 0.003
H 0.223 1.433 -0.964 -0.304 -0.040 -0.889
```
Positions in Å, forces in eV/Å.

Here are the Mulliken charges for atoms 1 to 2, given in e: -0.516 -0.616



Entry 6:
C5H8O as an isolated structure in a non-equilibrium geometry, computed with the ωB97M-V functional and the def2-TZVPD basis.

Calculated values
relative energy (zero: lowest compared OMol25 entry of this formula, charge and spin): 2.097 eV
Kohn-Sham gap: 10.16 eV

XYZ file:
```
14
Properties=species:S:1:pos:R:3:forces:R:3
O 0.337 2.172 -0.085 0.088 2.524 -0.873
C 0.538 1.026 0.046 0.284 -1.188 2.114
C 1.707 0.055 0.003 1.250 1.577 -1.808
C -0.416 -0.079 0.381 -2.168 0.570 0.976
C 0.589 -0.987 -0.197 2.682 -3.292 1.050
C -1.846 0.177 -0.110 -0.979 -0.262 -1.660
H -1.689 0.811 -1.159 -0.973 -1.661 2.679
H 2.453 0.309 -0.826 -0.857 -0.709 1.179
H -2.387 0.853 0.691 0.839 -1.468 -1.923
H 0.446 -1.322 -1.179 -0.281 0.164 -1.757
H -0.395 -0.241 1.470 -0.082 0.292 -0.114
H 0.900 -1.938 0.313 -0.921 0.683 0.035
H -2.447 -0.880 -0.339 1.410 3.004 0.682
H 2.210 0.044 0.991 -0.294 -0.237 -0.581
```
Positions in Å, forces in eV/Å.

Here are the Mulliken charges for atoms 1 to 2, given in e: -0.534 0.247



Entry 7:
An isolated molecule of C5H8O, computed with the ωB97M-V functional and the def2-TZVPD basis.

Calculated values
SMILES: C=C[C@H](C)C=O
relative energy (zero: lowest compared OMol25 entry of this formula, charge and spin): 1.330 eV
Kohn-Sham gap: 10.53 eV

XYZ file:
```
14
Properties=species:S:1:pos:R:3:forces:R:3
O -1.743 0.197 1.148 0.168 -0.605 0.004
C -0.671 -0.635 -1.377 -0.026 0.076 -0.057
C 0.113 -0.745 -0.070 -0.057 -0.005 0.017
C -0.762 -0.509 1.152 -0.382 0.168 0.015
C 1.165 0.331 0.200 0.045 0.233 0.146
C 0.819 1.595 0.435 0.079 -0.109 -0.031
H -0.007 -0.650 -2.246 -0.042 0.028 0.170
H 0.588 -1.732 0.003 -0.077 0.201 0.062
H -1.376 -1.470 -1.473 0.136 0.159 0.064
H -0.358 -0.920 2.101 -0.133 -0.028 -0.078
H -0.205 1.928 0.280 0.147 -0.065 0.163
H 1.504 2.319 0.863 0.153 -0.015 -0.403
H -1.253 0.290 -1.391 0.099 -0.088 -0.027
H 2.186 0.001 0.376 -0.111 0.050 -0.043
```
Positions in Å, forces in eV/Å.

Here are the Mulliken charges for atoms 1 to 2, given in e: -0.480 -1.182



Entry 8:
An isolated molecule of C5H8O in a non-equilibrium geometry, computed with the ωB97M-V functional and the def2-TZVPD basis.

Calculated values
SMILES: O[C@@H]1C=CCC1
relative energy (zero: lowest compared OMol25 entry of this formula, charge and spin): 2.518 eV
Kohn-Sham gap: 10.45 eV

XYZ file:
```
14
Properties=species:S:1:pos:R:3:forces:R:3
O -0.521 1.338 -1.437 -0.222 0.208 0.303
C -0.457 -1.052 -0.859 2.134 2.910 0.242
C -0.167 -0.102 1.271 -0.017 0.104 0.264
C 0.385 0.348 -1.009 -0.022 -0.563 0.607
C -0.820 -1.184 0.413 0.197 0.164 -0.301
C 0.930 0.481 0.380 0.118 0.284 0.343
H -0.896 0.665 1.559 0.014 -0.065 0.065
H 1.201 1.510 0.606 0.066 0.081 0.201
H 0.242 -0.508 2.200 -0.124 -0.042 -0.025
H -1.259 1.307 -0.816 -0.118 0.139 -0.166
H -1.489 -1.892 0.911 0.271 -0.023 -0.574
H 1.825 -0.150 0.432 -0.096 0.143 0.125
H 1.177 0.379 -1.791 -0.482 -0.497 0.484
H -0.152 -1.140 -1.858 -1.719 -2.845 -1.567
```
Positions in Å, forces in eV/Å.

Here are the Mulliken charges for atoms 1 to 2, given in e: -0.549 -0.448